Record 1
# C2H8OP2

C2H8OP2 as an isolated structure at a distorted geometry (wB97M-V/def2-TZVPD, OMol25).

```
13
Properties=species:S:1:pos:R:3:nbo_charge:R:1
C -0.086 -0.369 1.096 -0.687
C -0.213 -0.566 -0.436 0.017
O 0.433 -1.723 -0.829 -0.736
P 1.156 1.297 -1.208 0.106
P -1.982 -0.664 -1.102 0.270
H 0.939 -0.521 1.525 0.243
H -0.185 0.663 1.335 0.225
H -0.928 -0.954 1.507 0.214
H 0.164 -2.021 -1.697 0.473
H 1.848 1.330 -0.051 -0.048
H 0.205 1.998 -0.593 -0.052
H -1.957 -0.287 -2.416 -0.014
H -2.291 0.578 -0.509 -0.009
```

Properties
Net charge: 0
Energy relative to the best compared isomer or geometry (same formula, charge and spin): 165.4 kJ/mol
Gap between HOMO and LUMO: 8.534 eV
HOMO level: -8.10 eV
DFT total energy: -838.82245 a.u.

Record 2
# C2H8OS

A 2-piece molecular cluster, C2H8OS overall at a distorted geometry (wB97M-V/def2-TZVPD, OMol25).

```
12
Properties=species:S:1:pos:R:3:nbo_charge:R:1
C 0.753 1.452 1.079 -0.254
O -0.390 2.059 0.491 -0.730
H 0.451 0.416 1.274 0.168
H 1.678 1.426 0.492 0.172
H 0.944 2.002 1.996 0.183
H -0.330 2.108 -0.445 0.465
C -0.749 -1.224 -0.947 -0.740
S 0.577 -2.009 -0.013 -0.035
H -0.621 -0.138 -1.015 0.217
H -1.694 -1.229 -0.429 0.215
H -0.847 -1.698 -1.914 0.221
H 0.228 -3.165 -0.570 0.119
```

Properties
Net charge: 0
Energy relative to the best compared isomer or geometry (same formula, charge and spin): 96.6 kJ/mol
Gap between HOMO and LUMO: 9.949 eV
HOMO level: -9.14 eV
SMILES: CO.CS
DFT total energy: -554.38106 a.u.

Record 3
# C2H8OS2

A 2-piece molecular cluster, C2H8OS2 overall (wB97M-V/def2-TZVPD, OMol25).

```
13
Properties=species:S:1:pos:R:3:nbo_charge:R:1
C -1.666 2.011 -0.902 -0.637
C -0.558 1.383 -1.745 -0.057
O -0.576 -0.046 -1.730 -0.736
H -2.687 1.806 -1.226 0.214
H -1.461 3.073 -0.793 0.222
H -1.629 1.541 0.084 0.192
H -0.603 1.729 -2.779 0.178
H 0.388 1.685 -1.302 0.154
H -1.171 -0.381 -1.060 0.475
S -0.101 -1.069 1.654 -0.141
S 1.723 -0.937 0.628 -0.140
H -0.346 0.262 1.596 0.126
H 1.301 -0.286 -0.456 0.151
```

Properties
Net charge: 0
Energy relative to the best compared isomer or geometry (same formula, charge and spin): 75.8 kJ/mol
Gap between HOMO and LUMO: 9.254 eV
HOMO level: -9.00 eV
SMILES: CCO.SS
DFT total energy: -952.58471 a.u.

Record 4
# C2H8OSSi

A 2-piece molecular cluster, C2H8OSSi overall at a distorted geometry (wB97M-V/def2-TZVPD, OMol25).

```
13
Properties=species:S:1:pos:R:3:mulliken_spin:R:1
C 0.129 0.406 1.457 0.083
C 1.707 0.440 -0.980 0.087
O 2.411 -1.650 1.088 0.903
Si 1.568 -0.461 0.655 0.837
S -3.641 -1.284 -1.374 0.002
H -0.146 0.005 2.457 -0.007
H 0.441 1.515 1.502 0.014
H -0.849 0.290 0.867 0.046
H 1.600 -0.156 -1.823 0.020
H 0.891 1.126 -1.003 0.007
H 2.735 0.771 -1.117 0.007
H -2.796 -0.307 -1.568 0.000
H -4.049 -0.695 -0.159 0.000
```

Properties
Net charge: 0
Multiplicity: 3
Energy relative to the best compared isomer or geometry (same formula, charge and spin): 143.0 kJ/mol
Gap between HOMO and LUMO (alpha / beta): 5.308 / 6.364 eV
HOMO level (alpha / beta): -5.01 / -9.94 eV
DFT total energy: -843.73618 a.u.

Record 5
# C2H8S2

A 2-piece molecular cluster, C2H8S2 overall (wB97M-V/def2-TZVPD, OMol25).

```
12
Properties=species:S:1:pos:R:3:nbo_charge:R:1
C 2.059 -3.129 2.966 -0.728
S 0.418 -3.774 2.429 -0.052
H 2.610 -2.531 2.221 0.215
H 2.730 -3.912 3.356 0.223
H 1.766 -2.469 3.800 0.221
H 0.855 -4.981 2.011 0.121
C -1.303 3.683 -2.968 -0.732
S -2.324 2.341 -2.232 -0.066
H -0.507 3.312 -3.636 0.226
H -0.833 4.178 -2.102 0.216
H -1.904 4.427 -3.516 0.228
H -3.569 2.854 -2.329 0.128
```

Properties
Net charge: 0
Energy relative to the best compared isomer or geometry (same formula, charge and spin): 54.8 kJ/mol
Gap between HOMO and LUMO: 10.036 eV
HOMO level: -9.02 eV
SMILES: CS.CS
DFT total energy: -877.33784 a.u.

Record 6
# C2H8S3

A 2-piece molecular cluster, C2H8S3 overall at a distorted geometry (wB97M-V/def2-TZVPD, OMol25).

```
13
Properties=species:S:1:pos:R:3:nbo_charge:R:1
C -2.038 -0.897 -0.776 -0.719
S -1.554 -0.173 0.850 0.132
C 0.103 -0.853 1.161 -0.750
H -3.039 -1.300 -0.690 0.227
H -1.853 -0.110 -1.494 0.221
H -1.365 -1.733 -0.928 0.216
H 0.863 -0.126 0.901 0.221
H 0.323 -1.746 0.572 0.218
H 0.045 -1.272 2.162 0.233
S 1.533 2.936 -0.406 -0.134
S 3.174 1.674 -0.298 -0.128
H 0.710 2.394 0.493 0.133
H 3.098 1.206 -1.547 0.129
```

Properties
Net charge: 0
Energy relative to the best compared isomer or geometry (same formula, charge and spin): 52.4 kJ/mol
Gap between HOMO and LUMO: 8.849 eV
HOMO level: -8.54 eV
SMILES: CSC.SS
DFT total energy: -1275.52690 a.u.

Record 7
# C2H8S4

A 2-piece molecular cluster, C2H8S4 overall at a distorted geometry (wB97M-V/def2-TZVPD, OMol25).

```
14
Properties=species:S:1:pos:R:3:mulliken_spin:R:1
C 0.695 -2.038 0.494 -0.024
S 2.003 -1.031 -0.226 0.602
S 2.950 0.554 0.748 0.352
H 1.150 -2.992 0.773 0.032
H 0.288 -1.643 1.424 0.000
H -0.190 -2.129 -0.139 0.017
H 2.463 0.399 1.995 -0.003
C -0.579 1.550 -0.448 0.004
S -2.079 0.990 0.509 0.014
S -2.877 -0.350 -1.043 0.002
H -0.993 2.237 -1.176 0.002
H 0.019 2.052 0.323 -0.002
H -0.114 0.623 -0.772 0.004
H -2.535 0.461 -2.051 0.000
```

Properties
Net charge: +1
Multiplicity: 2
Energy relative to the best compared isomer or geometry (same formula, charge and spin): 105.6 kJ/mol
Gap between HOMO and LUMO (alpha / beta): 6.047 / 3.549 eV
HOMO level (alpha / beta): -11.81 / -11.76 eV
DFT total energy: -1673.39067 a.u.

Record 8
# C2H9BF3INO4SSi

A 2-piece molecular cluster, C2H9BF3INO4SSi overall (wB97M-V/def2-TZVPD, OMol25).

```
23
Properties=species:S:1:pos:R:3:nbo_charge:R:1
C 2.668 0.925 1.131 -0.885
S 1.250 1.986 1.360 1.836
O 1.365 3.097 0.437 -0.924
O 1.079 2.183 2.780 -0.906
Si -0.524 0.813 0.687 0.596
I -0.910 1.434 -1.671 -0.192
B -0.231 -1.186 0.714 0.774
O -0.084 -1.878 1.885 -0.907
O -0.223 -1.823 -0.509 -0.898
C -2.117 1.314 1.700 0.697
F -1.925 2.249 2.625 -0.299
F -2.570 0.204 2.318 -0.324
F -3.094 1.740 0.880 -0.326
H 2.405 0.049 0.524 0.226
H 3.014 0.622 2.124 0.271
H 3.423 1.523 0.610 0.277
H 0.803 -2.182 2.126 0.528
H -0.391 -1.137 -1.177 0.470
N -0.789 -1.988 -3.710 -0.869
H 0.197 -1.862 -3.466 0.461
H -1.298 -1.121 -3.498 0.466
H -0.868 -2.202 -4.707 0.462
H -1.182 -2.759 -3.162 0.467
```

Properties
Net charge: +1
Energy relative to the best compared isomer or geometry (same formula, charge and spin): 0.0 kJ/mol
Gap between HOMO and LUMO: 8.414 eV
HOMO level: -12.85 eV
DFT total energy: -1746.99395 a.u.

Record 9
# C2H9BN2

One molecule with the formula C2H9BN2 at a distorted geometry (wB97M-V/def2-TZVPD, OMol25).

```
14
Properties=species:S:1:pos:R:3:nbo_charge:R:1
C -1.750 0.003 0.382 -0.590
C -0.665 0.664 -0.465 -0.694
B 0.839 -0.100 -0.153 0.888
N 0.931 -1.465 -0.335 -1.077
N 1.956 0.683 0.344 -1.087
H -1.368 0.066 1.411 0.194
H -2.633 0.679 0.211 0.199
H -1.986 -1.002 0.171 0.201
H -1.099 0.562 -1.403 0.208
H -0.686 1.751 -0.383 0.205
H 0.342 -1.885 -1.005 0.389
H 1.939 -1.875 -0.423 0.387
H 1.609 1.649 0.591 0.389
H 2.572 0.269 1.055 0.388
```

Properties
Net charge: 0
Energy relative to the best compared isomer or geometry (same formula, charge and spin): 23.5 kJ/mol
Gap between HOMO and LUMO: 10.120 eV
HOMO level: -9.50 eV
SMILES: CCB(N)N
DFT total energy: -216.02066 a.u.

Record 10
# C2H9BN2O2

C2H9BN2O2 as an isolated structure at a distorted geometry (wB97M-V/def2-TZVPD, OMol25).

```
16
Properties=species:S:1:pos:R:3:nbo_charge:R:1
B 2.138 -0.216 0.050 1.162
C -2.243 -0.404 0.035 -0.442
C 0.135 -0.527 0.759 -0.471
N -0.809 1.076 -0.772 -0.700
N -0.836 -0.294 -0.383 -0.283
O 2.555 0.978 0.515 -0.926
O 2.759 -1.184 -0.667 -0.911
H -2.526 0.202 0.917 0.169
H -2.919 0.001 -0.699 0.191
H -2.477 -1.478 -0.015 0.199
H 0.033 -1.469 1.180 0.182
H -0.063 0.094 1.659 0.164
H -1.217 1.159 -1.689 0.348
H -1.203 1.752 -0.183 0.325
H 2.996 1.525 -0.103 0.498
H 3.675 -1.215 -0.601 0.494
```

Properties
Net charge: 0
Energy relative to the best compared isomer or geometry (same formula, charge and spin): 168.6 kJ/mol
Gap between HOMO and LUMO: 8.757 eV
HOMO level: -8.41 eV
DFT total energy: -366.40484 a.u.

Q: The lowest DFT total energy belongs to which entry?
A: C2H9BF3INO4SSi

Q: What is the energy relative to the best compared isomer or geometry (same formula, charge and spin) in the tenth record?
A: 168.6 kJ/mol

Q: What is the formula in the eighth record?
A: C2H9BF3INO4SSi